Entry 1:
Below is 15 unconnected molecules or ions with the total composition C36H63BCl28N2O3, with properties calculated with wB97M-V/def2-TZVPD.

Structure (XYZ):
```
133
Properties=species:S:1:pos:R:3:lowdin_charge:R:1
Cl -5.6460 4.2971 -6.6841 0.5703
Cl -7.0064 -6.6851 -0.4208 0.5316
Cl 12.2386 5.4518 10.2837 0.5319
Cl -1.4503 -5.0687 -4.8362 0.5409
Cl -2.9301 3.1180 -3.5788 0.5354
Cl -11.6783 3.8022 -8.8363 0.5360
Cl -6.8631 -1.9136 -4.6837 0.5300
Cl 10.8584 0.1514 -0.0228 0.5478
Cl 10.9520 -3.3350 4.7038 0.6070
Cl -0.1251 -2.1579 -3.6622 0.6350
Cl 11.1161 2.4597 9.0927 0.5339
Cl -9.1652 2.0366 -7.3560 0.5311
Cl -5.4267 0.5239 3.2168 0.5605
Cl 3.8630 0.6784 3.6596 0.5478
Cl 7.5332 4.3349 6.3808 0.5568
Cl 8.9910 0.0612 2.8263 0.6535
Cl 5.2002 2.2366 0.1209 0.5584
Cl -5.6554 2.8686 -9.7788 0.5440
Cl -3.7590 -0.2078 -3.5530 0.6109
Cl -7.9819 0.5826 -2.7294 0.6382
Cl 6.8974 0.9920 6.4663 0.6078
Cl -11.6635 -0.0218 -0.8998 0.5535
Cl 7.4874 3.0391 2.5055 0.5595
Cl -5.3422 -2.6801 2.1010 0.6239
Cl 7.7723 -4.2958 3.9724 0.5612
Cl 6.0916 -1.1683 1.8417 0.6007
Cl -5.9627 -3.9437 -2.1556 0.5813
Cl -9.2865 -1.8223 0.7630 0.5375
O -3.8913 0.7540 0.0229 0.0810
O 3.0621 -1.1190 -2.0054 0.1476
O -2.2573 -3.4848 -0.4229 0.0965
N -3.4857 -1.4686 -0.3821 0.1643
N 3.5920 -0.9782 0.3589 0.1164
C -2.3268 -2.2745 -0.3890 -0.3754
C 10.2054 3.9892 9.1812 -0.6713
C -5.3934 -6.4155 -1.1345 -0.6542
C -3.0694 -0.1096 -0.1880 -0.3794
C -8.2756 -1.9766 -3.5889 -0.6587
C 1.0753 -0.5729 -0.5305 -0.0949
C 11.3101 -0.5927 1.5367 -0.6444
C -4.4288 3.9756 -9.1125 -0.6628
C 11.0850 5.1908 8.9495 -0.6682
C 0.6166 0.7256 -0.4352 -0.0076
C 5.7410 2.3109 6.7887 -0.6296
C -4.2270 3.7779 -7.6319 -0.6485
C -9.4286 -0.0470 0.6849 -0.6626
C 6.2650 -0.6303 3.5350 -0.7370
C 7.8233 2.4429 0.8540 -0.6762
C -2.2863 -3.5034 -4.6568 -0.6645
C -1.5792 -0.0550 -0.2851 -0.0934
C -1.3725 -2.3353 -4.9259 -0.6496
C 9.2780 -5.0892 3.4445 -0.6523
C 6.8127 2.9499 -0.1432 -0.6493
C -0.7208 1.0024 -0.3016 0.0162
C -1.1354 -1.3529 -0.3975 -0.1101
C -10.7849 4.2400 -7.3577 -0.6672
C -4.5157 2.3927 -3.9732 -0.6715
C 0.1903 -1.6341 -0.5061 -0.0203
C -5.4128 -0.9512 4.2135 -0.6597
C -8.9839 -0.6477 -3.5453 -0.6124
C 10.1229 -1.1853 2.2495 -0.6399
C -4.9791 -4.9684 -1.0758 -0.6585
C -9.3417 3.8076 -7.4136 -0.6832
C -10.8649 0.4088 0.6365 -0.6475
C 6.0091 3.5222 5.9349 -0.6526
C 10.3630 -5.0039 4.4887 -0.6336
C -4.8140 1.1730 -3.1468 -0.6574
C 4.9455 -0.6044 4.2664 -0.6616
C -4.5867 -2.0455 3.5881 -0.6258
B 2.6165 -0.9095 -0.7147 -0.5882
H 7.8421 1.3588 0.8844 0.0015
H -9.9119 -0.7305 -2.9823 0.0277
H -4.7056 1.3714 -2.0824 0.0511
H 3.5660 -1.8984 0.7884 0.0651
H -8.8041 4.2069 -6.5547 0.0535
H -8.9455 -2.7449 -3.9718 0.0811
H 10.4703 6.0873 8.8818 0.0717
H -7.9371 -2.2801 -2.6026 0.0087
H -8.8707 0.2960 -0.1830 0.0107
H -10.8395 5.3236 -7.2632 0.0714
H -3.5866 -1.6984 3.3371 0.0717
H 4.7459 1.9236 6.5708 0.0654
H -3.4980 3.7725 -9.6400 0.0730
H -3.3837 4.3762 -7.2900 0.0770
H 9.0366 -6.1329 3.2501 0.0745
H -1.0986 2.0161 -0.2430 0.1300
H -1.9499 -1.4122 -4.9323 0.0052
H -8.9478 0.3489 1.5787 0.0706
H 9.5889 -4.6296 2.5089 0.0655
H 12.0354 -1.3748 1.3161 0.0737
H 9.7184 4.0340 10.1526 0.0692
H -11.4473 -0.0223 1.4473 0.0670
H 11.7985 0.1672 2.1418 0.0711
H 6.0632 3.2618 4.8806 0.0176
H -5.8375 0.8388 -3.3268 -0.0479
H 8.8186 2.7944 0.5865 0.0688
H 6.7328 0.3437 3.5283 -0.0418
H 6.9415 -1.3317 4.0190 0.0296
H 10.4549 -1.7409 3.1281 -0.0375
H -5.4135 -6.7824 -2.1580 0.0681
H 11.6536 5.0947 8.0277 0.0683
H -4.7351 4.9940 -9.3398 0.0677
H -4.0043 -1.8270 0.4284 0.0476
H -5.2677 3.1564 -3.7844 0.0630
H 5.2100 4.2498 6.0671 0.0782
H 2.3099 -1.2296 -2.5988 0.0568
H -4.0254 2.7360 -7.3926 0.0665
H 5.7908 2.5465 7.8493 0.0689
H 7.1233 2.6743 -1.1501 0.0741
H -11.3006 3.7956 -6.5097 0.0667
H 9.5679 -1.8669 1.6053 0.0718
H 1.3200 1.5494 -0.4739 0.1250
H -4.6897 -7.0213 -0.5659 0.0740
H -5.0614 -4.5721 -0.0678 0.0271
H -6.4424 -1.2676 4.3642 0.0682
H -2.7048 -3.4583 -3.6531 0.0521
H -3.1077 -3.4977 -5.3715 0.0772
H 0.4973 -2.6726 -0.5777 0.1354
H 10.0181 -5.3648 5.4545 0.0702
H -8.8520 4.1631 -8.3173 0.0632
H -0.8695 -2.4307 -5.8854 0.0706
H 5.1144 -0.3999 5.3207 0.0079
H -10.9083 1.4935 0.7220 0.0733
H -4.9911 -0.6812 5.1806 0.0734
H -4.4940 -2.8820 4.2789 0.0756
H 9.4361 3.9455 8.4123 0.0159
H -9.2215 -0.2878 -4.5441 0.0641
H -4.5230 2.1628 -5.0349 0.0332
H 6.7144 4.0323 -0.0991 0.0663
H 4.4990 -0.9206 -0.0959 0.0109
H 4.4219 -1.5551 4.1832 0.0696
H -3.9440 -4.8653 -1.3974 0.0508
H 11.2170 -5.6068 4.1836 0.0746
```

Output
- DFT total energy: -398787.8052 eV
- HOMO level: -9.7 eV
- Gap between HOMO and LUMO: 9.64 eV
- Max |F|: 1.968 eV/A
- Lowest unoccupied orbital energy: 0.0 eV
- Multiplicity: 1

=====

Entry 2:
Below is a molecular structure, C36H64Br6F12N6O14, with properties calculated with wB97M-V/def2-TZVPD.

Structure (XYZ):
```
138
Properties=species:S:1:pos:R:3:lowdin_charge:R:1
Br -7.6999 -1.3501 -2.0621 0.5051
Br -2.6882 -3.3059 7.8918 0.4714
Br -5.4385 -2.0524 6.2358 0.4913
Br -3.0744 -0.1778 6.8359 0.4854
Br -8.6738 1.6665 -1.1973 0.5246
Br -9.2698 -0.8357 0.8405 0.4899
F 5.9668 -4.5645 -2.1871 0.1362
F -5.8164 -11.6926 7.9301 0.1407
F -4.1059 4.1493 -10.4849 0.1681
F 1.1416 -4.6649 3.2547 0.1647
F -4.0708 -12.3718 9.0194 0.1476
F -2.9209 2.4376 -11.2028 0.1999
F 8.0053 -5.2124 -2.6645 0.1515
F 3.1037 -3.8152 2.6856 0.1328
F -4.9447 -10.4837 9.4413 0.1727
F 6.9511 -3.6886 -3.9311 0.2014
F -4.7907 2.1123 -10.2349 0.1889
F 2.3466 -3.7627 4.7115 0.2083
O -1.6950 3.1885 -8.9308 0.0694
O 2.1471 4.3487 5.9429 0.0080
O -3.6064 -9.4376 7.2989 0.0487
O -1.9219 -1.5390 -0.6752 0.0234
O -3.6715 4.4096 2.2402 0.0224
O 2.6670 -6.7911 4.5796 0.1047
O -3.7234 2.4800 -7.8963 0.0129
O 2.4120 9.2289 -2.6370 0.0296
O 9.0594 -2.7946 -2.1683 0.1320
O 0.0867 -3.4956 -6.7351 -0.0139
O 4.3867 -5.8546 3.4318 -0.0040
O 4.8684 2.1421 -3.2854 0.0105
O 7.0827 -2.4784 -0.9623 0.0291
O -3.2628 -11.5199 6.4805 0.1085
N -5.1463 6.0209 1.6316 0.0138
N -1.5804 0.6065 -0.1300 0.0194
N 4.6866 3.3948 -5.1699 -0.0041
N 0.1891 -2.7203 -4.6596 0.0139
N 0.6725 3.4075 4.5385 -0.0017
N 1.1775 9.1643 -0.7953 0.0050
C 1.5070 7.7786 -0.4776 -0.0728
C -4.7191 5.0113 2.3835 -0.6112
C 6.6315 -1.0164 0.7578 -0.0780
C 0.1160 5.5727 5.5016 -0.0012
C -4.6262 -11.2822 8.4376 -0.5225
C 6.7531 2.2307 -4.6269 -0.0101
C 3.3031 3.8109 -4.9566 -0.0549
C -3.7190 2.8769 -10.2622 -0.6091
C -3.1780 -0.6858 1.1263 0.0078
C 1.3709 2.1680 4.1758 -0.0464
C 7.1594 -4.1566 -2.7229 -0.5290
C -2.6371 -8.8044 6.4074 -0.1331
C -2.1110 -0.5310 -0.0171 -0.6193
C 1.0497 4.3673 5.3603 -0.5697
C 5.3418 2.5620 -4.3495 -0.5844
C -0.4988 0.9362 -1.0960 -0.0215
C 7.6849 -1.4584 -0.1907 -0.2469
C 7.8737 -3.0623 -1.9147 -0.3101
C 1.5851 -2.2492 -4.8027 -0.0515
C -4.3916 6.8194 0.6649 -0.0488
C -5.6373 4.4508 3.3867 -0.0122
C -3.7602 -10.7109 7.3020 -0.3766
C -1.9281 -3.7384 -5.3529 -0.0044
C -9.0621 -0.2625 -1.0817 -1.4897
C 5.3089 -6.9425 3.6374 -0.1599
C 6.3106 -6.8941 2.4226 -0.0499
C -4.1705 2.2659 -5.4916 -0.0426
C -0.4744 -3.3566 -5.6181 -0.5372
C -2.9567 2.8252 -8.9676 -0.2563
C -3.3946 -8.1340 5.1987 -0.0385
C 3.1361 -5.8612 3.8857 -0.3195
C 0.9590 11.0887 -2.2486 -0.0047
C -3.9978 -1.7539 7.5970 -1.4296
C 2.4097 -4.4962 3.6456 -0.5522
C 1.5565 9.7516 -1.9230 -0.5775
C -3.1216 2.5299 -6.6119 -0.2111
H 6.8347 -5.9446 2.5314 0.0684
H 5.8175 -6.7502 4.5821 0.1318
H -2.0539 -4.1940 -4.3707 0.0758
H -4.5481 7.8834 0.8427 0.0791
H 0.3815 0.3368 -0.8636 0.0877
H 2.0379 1.8555 4.9793 0.0853
H 0.5626 1.4540 4.0180 0.0794
H 0.9140 11.1849 -3.3334 0.0869
H -4.9701 3.0038 -5.5575 0.0781
H -2.6119 -2.8896 -5.3493 0.0765
H -4.3428 -1.5392 8.6084 -0.0246
H -0.3350 -2.5667 -3.8099 0.1323
H 1.4945 11.8964 -1.7495 0.0870
H 8.4962 -1.8186 0.4418 0.1297
H 0.6185 9.6106 -0.0823 0.1363
H -4.5762 1.2810 -5.7228 0.0740
H -3.0350 -7.1266 4.9892 0.0700
H 0.8672 7.0435 -0.9660 0.0781
H -2.3871 1.7248 -6.6344 0.1285
H 0.4072 6.0628 6.4307 0.0789
H 6.9538 -0.2756 1.4896 0.0862
H 2.0724 -2.6264 -5.7018 0.0810
H -0.2309 1.9919 -1.1388 0.0832
H -3.3292 6.5854 0.5975 0.0858
H -2.0249 -8.0917 6.9599 0.1209
H -6.4990 5.0946 3.5634 0.0736
H 5.8612 -6.9254 1.4300 0.0789
H 0.4654 6.2372 4.7114 0.0830
H 3.2251 4.3857 -4.0337 0.0871
H -2.2629 -4.4164 -6.1381 0.0804
H -2.8695 -1.4305 1.8599 0.0719
H 1.9782 2.2732 3.2767 0.0806
H -4.1787 -1.0037 0.8336 0.0764
H -3.1065 0.1569 1.8139 0.0575
H 6.2731 -1.8179 1.4038 0.0778
H -0.0732 11.1277 -1.9005 0.0721
H -4.4564 -8.0310 5.4224 0.0744
H -3.3306 -8.7810 4.3239 0.0745
H 2.6901 2.9105 -4.9954 0.0851
H -1.9555 -9.5538 6.0051 0.1145
H -0.9276 5.2641 5.5611 0.0753
H -2.6145 3.4877 -6.4961 0.1247
H 5.7467 -0.6956 0.2080 0.0858
H 7.0547 -7.6739 2.5852 0.0744
H 6.9715 2.4395 -5.6742 0.0735
H 1.4616 7.5451 0.5861 0.0793
H -5.9358 3.4155 3.2219 0.0950
H -5.1164 4.5382 4.3402 0.0909
H 1.6799 -1.1691 -4.9145 0.0705
H -0.2333 3.5186 4.1056 0.1301
H -1.9853 1.3474 0.4243 0.1402
H 4.7719 -7.8848 3.5285 0.1214
H 7.3457 2.9703 -4.0884 0.0929
H 2.4892 7.4961 -0.8565 0.0807
H 6.9947 1.2100 -4.3307 0.0896
H -0.9176 0.6068 -2.0469 0.0788
H -6.1127 6.2517 1.8132 0.1332
H 5.1505 3.6137 -6.0400 0.1313
H 2.1817 -2.4200 -3.9067 0.0758
H -9.9783 -0.5967 -1.5684 -0.0338
H 3.0823 4.4539 -5.8087 0.0838
H -3.6445 2.1609 -4.5427 0.0755
H 8.0928 -0.6016 -0.7270 0.1341
H -4.8520 6.6064 -0.2999 0.0796
```

Output
- DFT total energy: -528838.8476 eV
- HOMO level: -9.2 eV
- Gap between HOMO and LUMO: 8.33 eV
- Max |F|: 7.105 eV/A
- Lowest unoccupied orbital energy: -0.9 eV
- Multiplicity: 1

=====

Entry 3:
Below is 10 unconnected molecules or ions with the total composition C36H64Cl8O16, with properties calculated with wB97M-V/def2-TZVPD.

Structure (XYZ):
```
124
Properties=species:S:1:pos:R:3:lowdin_charge:R:1
Cl 0.0290 5.4112 3.7297 0.5812
Cl -1.4108 5.0776 0.6293 0.4663
Cl -0.5352 -3.6894 -0.9237 0.4787
Cl -4.6929 -5.5601 -4.2615 0.5392
Cl -4.4603 -7.0804 1.5280 0.5653
Cl -3.3800 -3.8179 4.0464 0.5292
Cl -3.8240 -7.7833 -6.4383 0.5820
Cl -1.3388 -0.8633 0.7020 0.5582
O -3.1463 6.8585 -6.0509 0.1092
O 5.3685 -1.7587 2.5441 -0.1812
O -6.9972 3.4986 -3.9852 0.1049
O -4.2747 3.2749 -3.1635 0.1082
O -5.6701 7.1898 -6.6542 0.1058
O 3.6325 -4.1954 3.0923 -0.1646
O -8.9897 -0.7195 -3.8548 -0.1879
O 6.3407 4.6171 2.0257 -0.2468
O 6.6617 -3.6730 -5.8178 0.1300
O 4.3008 -4.5484 -4.8340 0.0974
O 3.0281 -0.0010 -4.0663 0.1038
O 2.4860 0.9186 6.7177 -0.2103
O 5.5622 0.7853 -4.7300 0.0965
O 5.6800 3.5140 -0.7692 -0.1635
O -6.9877 -0.1275 -1.8092 -0.2131
O 3.4679 1.0784 9.4940 -0.1877
C -9.1489 -0.6874 -5.3245 -0.0690
C 5.2219 -0.5364 -4.7384 -0.2009
C 3.1957 2.0918 7.2532 -0.1610
C 3.8478 -0.8843 -4.3611 -0.3257
C -1.4588 -2.2702 -1.6434 -0.5998
C 3.6788 -5.1052 2.0299 -0.1005
C 5.2859 -1.2203 3.8177 -0.1451
C -4.2853 -5.4533 2.1410 -0.7186
C 4.5179 -3.1928 -4.8143 -0.1997
C -6.4014 5.3418 -5.3580 0.0611
C -4.6119 4.0760 -4.0190 -0.3108
C 6.3929 4.6635 -0.3941 -0.1958
C -6.4424 0.1726 -0.4727 -0.0694
C -3.6935 5.0030 -4.6276 0.0659
C -1.6583 5.4941 3.3890 -0.7404
C 3.1251 -2.9552 2.7790 -0.2337
C -7.5280 -1.4297 -2.0794 -0.2086
C -6.0839 4.3609 -4.4713 -0.1831
C 4.0708 -2.0170 1.8960 -0.1203
C 1.6713 1.1928 5.5520 -0.0962
C -4.0101 5.9441 -5.5807 -0.2114
C -4.9671 -8.0977 -5.1833 -0.7123
C 4.3892 0.6096 10.4659 -0.1218
C 7.0277 4.5122 3.2790 -0.0857
C 6.1338 -1.4738 -5.1836 0.0880
C -2.1790 4.6118 2.2567 -0.5769
C -0.9868 -0.9856 -1.0132 -0.7087
C 7.2302 4.5524 0.8962 -0.1759
C -3.1516 -5.3752 3.1745 -0.6338
C -5.4242 6.2343 -5.9289 -0.3362
C -4.5946 -7.2918 -3.9362 -0.6832
C 4.5461 3.3510 0.0129 -0.1341
C 4.1919 1.5301 8.3049 -0.1827
C 3.5753 -2.3005 -4.4552 0.0752
C -7.9015 -1.5898 -3.4992 -0.2235
C 5.8757 -2.9057 -5.2896 -0.3363
H -5.2269 -5.1425 2.5938 0.0562
H -3.5574 7.3259 -6.7817 0.1096
H 0.8816 1.9380 5.6480 0.0752
H 5.1767 -4.9006 -5.0082 0.0943
H 3.8460 -0.0397 11.1525 0.0891
H 5.6613 5.4705 -0.3533 0.1252
H -5.9529 -7.6991 -5.4227 0.0631
H -8.2333 -0.5254 -5.8934 0.0797
H 2.5564 2.8482 7.7085 0.1236
H -1.2113 -0.0888 -1.5906 0.0860
H -6.8231 -2.1075 -1.5979 0.1259
H -1.9873 3.5433 2.3541 0.0613
H -9.5946 -1.6358 -5.6246 0.0810
H 1.1278 0.2634 5.3823 0.0832
H 4.1891 -4.6974 1.1574 0.0801
H 2.5796 -2.5675 -4.1330 0.1349
H 2.6679 -5.3233 1.6854 0.0846
H -3.2561 4.7726 2.2112 0.0716
H 3.9498 4.2525 -0.1274 0.0874
H 5.1921 0.0442 9.9928 0.0782
H 7.0681 -1.0846 -5.5604 0.1312
H 7.9048 3.7037 1.0098 0.1267
H -6.3124 1.2475 -0.3465 0.0783
H -2.5044 -2.2915 -1.3362 0.0570
H 7.7796 5.4823 1.0423 0.1167
H 4.5892 3.2534 1.0977 0.0815
H -8.4485 -1.4245 -1.4956 0.1245
H 4.9038 -2.0162 4.4569 0.0815
H -8.2115 -2.6098 -3.7262 0.1286
H 0.0990 -1.0760 -1.0471 0.0468
H -3.5888 -7.5396 -3.5970 0.0665
H -2.2156 5.4173 4.3226 0.0740
H 4.6746 0.6645 7.8512 0.1191
H 2.3566 1.4798 4.7544 0.0762
H -5.2465 -7.5089 -3.0901 0.0702
H 4.1862 -2.6388 1.0082 0.0984
H 3.5598 -1.0919 1.6292 0.1160
H 2.1978 -3.0321 2.2112 0.1140
H -2.1580 -5.4134 2.7281 0.0711
H 3.9680 2.4911 -0.3256 0.0871
H -2.6687 5.0659 -4.2927 0.1306
H -9.8139 0.1628 -5.4759 0.0848
H -6.5766 2.7708 -3.5215 0.1080
H 7.4806 3.5209 3.2652 0.0871
H 6.2581 -0.8971 4.1900 0.0897
H 4.6088 -0.3830 3.9867 0.0795
H -3.1841 -6.1733 3.9161 0.0632
H 4.1206 -6.0436 2.3651 0.0950
H 5.0252 1.2184 -4.0624 0.1111
H -1.4270 -2.3870 -2.7267 0.0755
H 4.9047 2.3295 8.5074 0.1182
H -5.0633 -9.1801 -5.0984 0.0733
H 3.7988 2.4852 6.4349 0.1115
H -7.4264 5.3655 -5.6975 0.1326
H 7.7560 5.3232 3.2829 0.0807
H 4.8760 1.4592 10.9448 0.0825
H -5.5293 -0.3227 -0.1426 0.0764
H 2.8061 -2.4378 3.6838 0.1142
H 7.1777 4.8883 -1.1163 0.1232
H -7.0126 -1.3140 -4.0666 0.1226
H 6.3000 4.6932 4.0701 0.0872
H -7.2441 0.0055 0.2466 0.0775
H -4.1356 -4.7588 1.3143 0.0676
H -1.9194 6.4889 3.0280 0.0625
```

Output
- DFT total energy: -171300.1455 eV
- HOMO level: -9.3 eV
- SMILES: O=C1C=C(O)C(=O)C=C1O.O=C1C=C(O)C(=O)C=C1O.COCCOC.COCCOC.COCCOC.COCCOC.ClCCCl.ClCCCl.ClCCCl.ClCCCl
- Gap between HOMO and LUMO: 7.31 eV
- Max |F|: 3.329 eV/A
- Lowest unoccupied orbital energy: -2.0 eV
- Multiplicity: 1